[1]
{
  "formula": "C3H6FNO",
  "method": "ωB97M-V/def2-TZVPD",
  "e_above_lowest_ev": 1.471,
  "smiles": "NC(=O)CCF",
  "fmax_ev_per_a": 5.848,
  "total_energy_ha": -347.7340,
  "e_lumo_ev": 0.78,
  "total_charge": 0,
  "species": ["F", "O", "N", "C", "C", "C", "H", "H", "H", "H", "H", "H"],
  "coordinates": [[2.078, 1.412, 1.170], [-0.259, -1.061, -1.479], [-1.956, -0.772, -0.295], [0.225, 0.375, 0.312], [-0.692, -0.432, -0.544], [1.588, 0.755, 0.103], [-2.329, -0.885, 0.656], [2.063, -0.138, 0.025], [0.094, -0.146, 1.248], [1.861, 1.199, -0.829], [-2.275, -1.501, -1.018], [-0.397, 1.195, 0.652]],
  "forces_ev_per_a": [[0.3, 1.1, 1.1], [2.2, 0.1, -2.4], [-3.5, -0.8, 1.1], [-5.3, 1.0, 2.2], [2.2, -1.9, -1.2], [0.7, -0.2, -1.7], [0.2, 0.4, -0.8], [2.1, -2.8, 0.0], [0.8, -0.8, 0.7], [-0.3, 1.2, -0.6], [0.7, 1.6, 1.9], [0.0, 1.1, -0.3]]
}



[2]
{
  "formula": "C3H6GaO4",
  "method": "ωB97M-V/def2-TZVPD",
  "e_above_lowest_ev": 0.000,
  "fmax_ev_per_a": 6.714,
  "multiplicity": 2,
  "total_energy_ha": -2342.8042,
  "e_lumo_ev": [-12.64, -12.75],
  "total_charge": 2,
  "species": ["Ga", "O", "O", "O", "O", "C", "C", "C", "H", "H", "H", "H", "H", "H"],
  "coordinates": [[0.013, 1.266, -0.285], [1.538, 0.939, 0.744], [-1.643, 0.893, 0.028], [2.642, -0.920, 0.252], [0.838, -0.282, -0.935], [-3.387, -0.690, 0.726], [-2.016, -0.477, 0.246], [1.660, -0.078, 0.005], [2.532, -1.726, -0.272], [-1.802, -0.802, 1.404], [-3.695, -0.388, 1.729], [-2.357, 1.495, 0.270], [-1.585, -1.063, -0.575], [-4.189, -0.645, -0.015]],
  "forces_ev_per_a": [[2.1, 0.5, -0.2], [-0.7, 1.9, 0.4], [-2.0, 2.3, 0.0], [-1.6, 1.6, 0.1], [-1.2, 0.5, -1.2], [-2.3, 1.9, -2.3], [-0.4, -4.5, 5.0], [4.5, -3.9, 0.7], [0.2, -0.4, -0.3], [2.3, 0.5, -2.8], [0.4, -0.3, -0.1], [-0.6, 0.6, 0.1], [-0.5, 0.1, 0.4], [-0.1, -0.8, 0.2]]
}



[3]
{
  "formula": "C3H6HgO3",
  "method": "ωB97M-V/def2-TZVPD",
  "e_above_lowest_ev": 3.226,
  "fmax_ev_per_a": 2.535,
  "multiplicity": 2,
  "total_energy_ha": -496.6312,
  "e_lumo_ev": [-4.11, -7.57],
  "total_charge": 1,
  "species": ["Hg", "O", "O", "O", "C", "C", "C", "H", "H", "H", "H", "H", "H"],
  "coordinates": [[-0.476, 0.569, -2.904], [-0.263, 0.877, -0.536], [0.284, -2.471, 1.594], [-1.954, 1.473, -1.544], [0.578, 0.629, 0.548], [1.719, -0.021, 0.352], [-1.423, 1.467, -0.331], [-2.837, 1.868, -1.567], [1.986, -0.423, -0.626], [2.396, -0.146, 1.196], [0.245, 1.100, 1.472], [0.283, -2.973, 0.773], [-0.539, -1.947, 1.574]],
  "forces_ev_per_a": [[1.2, -0.9, -2.0], [-1.0, 0.3, 0.1], [-0.5, 0.4, -0.1], [-1.2, 0.7, 0.4], [1.7, 0.0, 1.0], [-0.7, 0.5, 0.1], [0.5, -0.2, 0.6], [-0.2, 0.2, 0.1], [0.0, 0.1, 0.3], [-0.2, -0.1, -0.3], [0.0, -0.2, -0.3], [-0.1, -0.1, 0.1], [0.5, -0.5, 0.1]]
}



[4]
{
  "formula": "C3H6I2N",
  "method": "ωB97M-V/def2-TZVPD",
  "e_above_lowest_ev": 0.823,
  "fmax_ev_per_a": 4.515,
  "total_energy_ha": -767.7040,
  "e_lumo_ev": -4.83,
  "total_charge": 1,
  "species": ["I", "I", "N", "C", "C", "C", "H", "H", "H", "H", "H", "H"],
  "coordinates": [[2.097, -0.108, 0.130], [-0.489, 0.911, -2.319], [-0.914, -1.723, -0.234], [0.383, 2.462, 0.091], [0.019, -1.711, 0.663], [0.704, 1.388, -0.574], [-0.390, 3.143, -0.233], [-1.013, -2.521, -0.709], [-1.623, -1.005, -0.322], [0.836, 2.951, 1.063], [0.575, -2.609, 0.835], [-0.187, -1.176, 1.607]],
  "forces_ev_per_a": [[-0.5, 0.9, -0.5], [0.8, 0.2, 0.6], [0.3, 2.9, 2.2], [0.8, 2.4, 2.8], [-1.2, 0.3, 2.3], [-0.4, -1.4, -0.6], [-0.2, -0.2, -0.6], [-0.5, -3.3, -3.0], [0.1, -0.1, 0.1], [-0.4, -1.7, -1.9], [0.5, -0.3, -0.4], [0.5, 0.4, -0.9]]
}



[5]
{
  "formula": "C3H6IMgO3",
  "method": "ωB97M-V/def2-TZVPD",
  "e_above_lowest_ev": 0.282,
  "fmax_ev_per_a": 2.421,
  "total_energy_ha": -841.2301,
  "e_lumo_ev": -6.07,
  "total_charge": 1,
  "species": ["I", "Mg", "O", "O", "O", "C", "C", "C", "H", "H", "H", "H", "H", "H"],
  "coordinates": [[8.149, 33.505, 2.128], [10.004, 35.490, 2.002], [9.686, 35.609, 6.178], [9.761, 35.962, 3.970], [9.841, 37.644, 5.372], [9.573, 34.177, 6.040], [10.078, 38.092, 6.712], [9.773, 36.378, 5.132], [10.836, 37.476, 7.195], [10.518, 33.660, 6.175], [9.227, 38.013, 7.391], [10.381, 39.133, 6.727], [9.154, 33.898, 5.074], [8.833, 33.935, 6.800]],
  "forces_ev_per_a": [[1.0, 0.9, -0.5], [-1.6, -1.0, 1.5], [0.4, 0.4, -0.2], [0.6, -0.1, -1.4], [0.1, 0.6, -0.1], [-1.0, -0.4, -0.2], [0.2, -0.1, 1.7], [-0.1, -0.4, 0.5], [0.2, 0.1, -0.3], [0.1, 0.3, 0.3], [-0.4, -0.1, -0.6], [0.1, 0.0, -0.6], [0.1, 0.2, -0.1], [0.3, -0.3, 0.1]]
}



[6]
{
  "formula": "C3H6IN",
  "method": "ωB97M-V/def2-TZVPD",
  "e_above_lowest_ev": 5.616,
  "fmax_ev_per_a": 6.015,
  "total_energy_ha": -470.1164,
  "e_lumo_ev": [0.02, 0.12],
  "total_charge": 0,
  "species": ["I", "N", "C", "C", "C", "H", "H", "H", "H", "H", "H"],
  "coordinates": [[-2.590, 0.101, 0.132], [0.892, 0.735, -0.053], [-0.249, -1.972, -0.033], [-0.713, -0.584, -0.099], [0.410, 1.975, -0.183], [0.620, -2.210, 0.728], [-0.119, 2.183, -1.121], [0.201, -2.255, -1.031], [-1.207, -2.599, 0.359], [-0.434, 2.236, 0.511], [1.180, 2.596, 0.083]],
  "forces_ev_per_a": [[-0.1, 0.2, 0.0], [-2.2, -5.6, 0.0], [-0.2, -1.9, 1.5], [3.6, 2.5, 0.3], [-3.8, 1.2, 0.2], [-1.7, 0.9, -1.2], [0.6, 0.1, -0.5], [-0.9, -0.2, 0.9], [2.4, 0.9, -1.4], [0.3, -0.4, 0.1], [2.0, 2.3, 0.0]]
}



[7]
{
  "formula": "C3H6IN2",
  "method": "ωB97M-V/def2-TZVPD",
  "e_above_lowest_ev": 3.449,
  "fmax_ev_per_a": 1.409,
  "total_energy_ha": -524.7313,
  "e_lumo_ev": [-5.04, -5.04],
  "total_charge": 1,
  "species": ["I", "N", "N", "C", "C", "C", "H", "H", "H", "H", "H", "H"],
  "coordinates": [[-0.272, -1.577, -1.205], [2.219, -1.147, 0.337], [-1.458, 1.378, 0.023], [-1.595, 1.170, -1.224], [0.977, -1.566, 0.400], [-1.136, 1.279, 1.160], [-0.946, 1.688, -1.911], [2.629, -0.851, -0.541], [-2.522, 0.766, -1.591], [-1.276, 1.859, 2.039], [2.800, -1.094, 1.165], [0.581, -1.907, 1.347]],
  "forces_ev_per_a": [[0.5, -0.2, 0.6], [-1.1, -0.4, 0.0], [0.1, -0.2, -0.2], [-0.6, 0.6, -1.0], [0.6, 0.5, -0.6], [0.8, -1.0, 0.7], [0.2, 0.1, 0.0], [0.0, 0.0, 0.1], [-0.2, -0.1, 0.0], [-0.3, 0.6, 0.3], [0.0, -0.1, 0.0], [0.0, 0.1, 0.1]]
}



[8]
{
  "formula": "C3H6IN2",
  "method": "ωB97M-V/def2-TZVPD",
  "e_above_lowest_ev": 3.393,
  "smiles": "[H]/N=C1/[C@@H]([NH3+])[C@@H]1I",
  "fmax_ev_per_a": 5.574,
  "total_energy_ha": -524.7333,
  "e_lumo_ev": -4.14,
  "total_charge": 1,
  "species": ["I", "N", "N", "C", "C", "C", "H", "H", "H", "H", "H", "H"],
  "coordinates": [[3.707, 0.035, 0.004], [0.512, -2.300, -0.399], [-0.790, 0.861, -0.089], [0.860, -1.118, -0.235], [1.749, -0.227, 0.579], [0.466, 0.296, -0.667], [-0.583, 1.618, 0.635], [-1.295, 0.072, 0.434], [-1.473, 1.155, -0.706], [1.508, -0.182, 1.632], [0.898, -3.017, 0.174], [0.614, 0.953, -1.450]],
  "forces_ev_per_a": [[0.3, 0.1, 0.0], [-1.5, 1.3, -1.1], [0.7, -2.2, 5.1], [1.1, 0.7, 0.2], [-2.7, -0.1, -2.6], [0.8, -1.7, 3.6], [-0.4, -1.0, -1.3], [0.8, 1.3, -0.5], [-1.5, 1.1, -2.2], [-0.1, 0.5, 0.1], [0.9, -0.4, 0.6], [1.7, 0.4, -2.0]]
}



[9]
{
  "formula": "C3H6IN4",
  "method": "ωB97M-V/def2-TZVPD",
  "e_above_lowest_ev": 0.364,
  "smiles": "CC1=[NH+][C@@H](I)NN=N1",
  "fmax_ev_per_a": 5.274,
  "total_energy_ha": -634.2694,
  "e_lumo_ev": -5.97,
  "total_charge": 1,
  "species": ["I", "N", "N", "N", "N", "C", "C", "C", "H", "H", "H", "H", "H", "H"],
  "coordinates": [[0.325, 3.531, 0.218], [-0.597, 0.515, 0.188], [1.556, 0.970, -0.672], [1.092, -1.099, 0.079], [1.920, -0.261, -0.283], [-0.139, -0.751, 0.320], [0.210, 1.459, -0.655], [-1.065, -1.821, 0.624], [2.381, 1.641, -1.063], [-1.469, 0.792, 0.470], [-2.160, -1.579, 0.708], [-0.809, -2.272, 1.693], [-0.376, 1.601, -1.643], [-0.869, -2.725, 0.017]],
  "forces_ev_per_a": [[-0.3, -1.1, -0.4], [4.9, -1.4, -1.4], [2.3, -0.2, -1.0], [0.4, -2.0, 0.4], [2.5, 3.9, -1.7], [-3.8, 2.1, -0.4], [-2.0, 1.1, 0.2], [-1.2, -2.1, 3.3], [-2.6, -2.4, 1.4], [-2.6, 0.6, 0.8], [1.2, 0.0, -0.5], [-0.3, 1.1, -1.9], [1.5, -0.3, 1.3], [-0.1, 0.7, -0.1]]
}



[10]
{
  "formula": "C3H6INO",
  "method": "ωB97M-V/def2-TZVPD",
  "e_above_lowest_ev": 3.718,
  "fmax_ev_per_a": 3.765,
  "total_energy_ha": -545.4451,
  "e_lumo_ev": -0.38,
  "total_charge": 0,
  "species": ["I", "O", "N", "C", "C", "C", "H", "H", "H", "H", "H", "H"],
  "coordinates": [[4.034, -0.075, -0.091], [2.289, 0.669, -0.279], [1.095, -0.695, -0.032], [-0.038, -0.216, -0.140], [-1.201, -1.205, 0.029], [-0.357, 1.244, -0.043], [-1.078, -1.878, 0.936], [0.018, 1.872, -0.845], [-1.460, 1.280, 0.279], [-2.211, -0.769, 0.299], [-1.400, -1.772, -0.943], [0.309, 1.545, 0.832]],
  "forces_ev_per_a": [[0.8, -0.5, 0.1], [-3.2, -1.7, 0.4], [3.6, 0.8, -0.9], [-2.0, 0.7, 0.8], [-1.4, -1.3, 0.2], [-0.3, 0.1, 2.2], [0.5, 0.4, -1.5], [-0.6, -0.1, -0.4], [1.8, 0.7, -0.9], [1.3, 0.4, -0.6], [0.6, 0.5, 1.5], [-1.1, 0.0, -0.9]]
}